Density functional theory data (ωB97M-V/def2-TZVPD) for a molecular structure, C23H49MnN2O2P3.

The geometry in XYZ format:
```
80
Properties=species:S:1:pos:R:3:forces:R:3:mulliken_charge:R:1
Mn 0.1948 -0.2467 0.4853 0.750 -0.506 0.977 0.29
P -2.0593 0.6126 -0.3467 -0.073 0.123 0.073 0.74
P -1.1293 -2.1879 1.6283 0.045 -0.318 0.069 1.12
P 1.3434 1.4179 -0.9198 0.340 -0.079 0.215 0.86
H 0.6524 -2.7522 -0.5856 0.106 0.365 -0.014 0.36
C 1.2423 -1.8318 -0.5513 0.619 0.440 1.070 -0.99
C 1.9784 -1.4907 0.6418 -0.702 -0.491 -1.337 -0.52
H 1.9350 -2.1495 1.5122 -0.083 0.355 -0.290 0.30
C -2.5051 -0.2011 -1.9264 -0.019 -0.023 -0.016 -1.04
C -3.5489 0.3828 0.6951 -0.021 0.015 0.003 -1.24
C -2.1795 2.4021 -0.7147 -0.050 -0.018 0.022 -1.33
C -0.0231 -3.4780 2.3096 0.148 0.131 -0.112 -1.51
C -2.3005 -1.9978 3.0283 -0.133 0.361 -0.027 -1.24
C -2.1047 -3.0893 0.3605 0.065 0.021 -0.049 -1.33
C 3.1500 1.1453 -0.9201 0.003 -0.141 -0.030 -1.37
C 1.2245 3.1730 -0.4344 -0.261 0.019 0.043 -1.16
C 0.8433 1.2623 -2.6734 0.039 0.076 -0.241 -1.33
H 1.5984 -1.4795 -1.5252 -0.092 -0.170 0.333 0.35
H 2.9294 -0.9614 0.5398 -0.568 0.095 0.154 0.38
H -3.4668 0.1914 -2.2824 0.191 -0.109 0.065 0.48
H -2.5881 -1.2862 -1.7794 0.017 0.325 -0.080 0.33
H -1.7352 -0.0110 -2.6858 -0.205 -0.065 0.222 0.10
H -4.4139 0.8228 0.1809 0.183 -0.118 0.106 0.56
H -3.4179 0.9005 1.6546 -0.030 -0.116 -0.249 0.34
H -3.7559 -0.6759 0.8880 0.044 0.295 -0.079 0.33
H -3.1984 2.6354 -1.0513 0.236 -0.037 0.058 0.56
H -1.4682 2.7068 -1.4905 -0.235 -0.067 0.187 0.35
H -1.9725 2.9726 0.2004 -0.076 -0.112 -0.223 0.36
H -0.6029 -4.3247 2.6989 0.059 0.236 -0.132 0.49
H 0.5627 -3.0396 3.1280 -0.133 -0.138 -0.143 0.37
H 0.6694 -3.8357 1.5405 -0.151 -0.053 0.169 0.41
H -2.9375 -2.8886 3.1133 0.259 0.134 -0.068 0.52
H -2.9463 -1.1230 2.8935 0.141 -0.284 0.097 0.24
H -1.7396 -1.8698 3.9636 -0.093 -0.034 -0.261 0.35
H -2.4475 -4.0489 0.7696 0.047 0.242 -0.090 0.53
H -1.4798 -3.2831 -0.5210 -0.175 -0.003 0.221 0.26
H -2.9762 -2.5040 0.0402 0.201 -0.215 0.156 0.35
H 3.6500 1.8555 -1.5907 -0.161 -0.102 0.136 0.52
H 3.3866 0.1249 -1.2423 -0.012 0.233 -0.003 0.36
H 3.5341 1.2835 0.1004 -0.164 -0.002 -0.284 0.25
H 1.7518 3.8093 -1.1584 -0.113 -0.189 0.162 0.48
H 1.6874 3.2879 0.5559 -0.102 -0.110 -0.280 0.32
H 0.1788 3.4943 -0.3583 0.396 -0.029 -0.037 0.26
H 1.5175 1.8423 -3.3175 -0.140 -0.037 0.163 0.59
H -0.1871 1.6093 -2.8287 0.323 -0.010 0.080 0.49
H 0.8909 0.2072 -2.9803 0.041 0.249 0.182 0.34
C -1.0905 0.2898 -6.8102 -2.103 1.331 0.844 0.80
C -1.4055 -0.5274 -7.9206 0.563 -1.088 -0.897 -0.53
C -0.4414 -1.4253 -8.3809 -1.643 0.679 -0.223 -0.49
C 0.8182 -1.4935 -7.7692 0.364 -0.352 -0.141 -0.43
C 1.1263 -0.6502 -6.6928 -0.413 1.277 1.100 -0.28
C 0.1788 0.2570 -6.2275 1.963 -0.562 0.491 -0.15
O -2.0108 1.1073 -6.2100 1.943 -1.540 -1.252 -0.37
H -2.8363 1.0766 -6.7120 -0.358 0.122 -0.049 0.35
H -2.3884 -0.4583 -8.3855 0.213 -0.091 0.047 0.36
H -0.6742 -2.0793 -9.2238 0.067 0.238 0.269 0.42
H 1.5635 -2.2038 -8.1356 -0.248 0.232 0.093 0.43
H 2.1055 -0.6935 -6.2114 -0.301 0.004 -0.261 0.43
H 0.3917 0.9432 -5.4038 -0.062 -0.283 -0.323 0.45
C 3.5895 0.7479 3.2666 0.296 -0.056 -0.364 -0.84
N 2.4017 0.7477 4.1047 -0.370 0.136 -0.839 0.11
C 2.6006 0.9300 5.5293 0.420 -0.174 0.682 -0.65
C 1.3037 1.2482 6.2304 0.039 0.419 0.547 -0.81
C 0.1936 0.4163 5.6529 0.087 -0.475 0.294 -0.59
N 0.0831 0.7405 4.2463 -0.122 -0.205 -0.712 0.35
C -1.2028 1.0894 3.6743 0.132 0.287 -0.361 -0.60
C 1.2036 0.8053 3.4839 0.133 -0.184 0.264 -0.18
O 1.1541 0.8866 2.2202 -0.642 -0.112 -0.430 -0.08
H 3.7065 -0.2101 2.7406 0.019 0.216 0.202 0.17
H 4.4670 0.9150 3.8997 -0.234 -0.071 -0.185 0.45
H 3.5304 1.5427 2.5096 0.085 -0.151 0.296 0.22
H 3.0455 0.0133 5.9467 -0.057 0.212 -0.133 0.34
H 3.3227 1.7459 5.6795 -0.178 -0.236 -0.022 0.44
H 1.0683 2.3033 6.0844 -0.100 0.044 0.086 0.33
H 1.4024 1.0718 7.3031 0.065 0.050 -0.090 0.40
H -0.7681 0.6042 6.1321 0.162 0.033 -0.004 0.44
H 0.4357 -0.6554 5.7772 -0.175 0.256 -0.025 0.25
H -1.9954 0.7992 4.3656 0.123 0.107 -0.091 0.40
H -1.2620 2.1697 3.4660 -0.103 -0.262 0.133 0.33
H -1.3542 0.5625 2.7251 -0.027 0.060 0.136 -0.34
```
Positions in Å, forces in eV/Å.

Its HOMO energy (spin up / spin down) is -15.73 / -15.41 eV. For the frontier orbital gap (spin up / spin down), the calculation gives 6.80 / 3.74 eV. The net charge is +3. The spin multiplicity is 5.

Density functional theory data (ωB97M-V/def2-TZVPD) for a molecular structure, C23H49MnN3OP4.

The geometry in XYZ format:
```
81
Properties=species:S:1:pos:R:3:forces:R:3:mulliken_charge:R:1
Mn -0.3677 -0.9193 -0.4243 -2.409 4.078 -2.939 0.58
P -2.6190 -0.3321 -0.4612 -1.590 0.193 -0.078 1.02
P 0.2650 -2.1860 1.1886 1.237 -1.089 1.332 1.03
P -0.8946 -1.8499 -2.6150 0.595 -0.347 -0.414 0.58
H 1.1127 3.0661 -1.3569 0.198 0.626 -0.195 0.14
C 0.5632 3.0656 -2.2931 -1.761 -1.764 0.999 -0.38
C -0.7827 3.0583 -2.2686 0.387 -0.376 0.463 -0.45
H -1.3825 3.1884 -1.3471 0.500 0.422 -0.592 0.12
C -3.4444 0.9083 0.6269 0.419 -0.033 0.269 -1.44
C -3.5330 -1.8041 0.1694 -0.179 0.118 -0.234 -1.46
C -3.4281 0.2588 -2.0183 -0.081 -0.276 -0.048 -1.28
C 2.0243 -2.0990 1.5543 -0.012 -0.300 0.265 -1.52
C -0.6652 -1.9090 2.6881 -0.803 -0.308 0.918 -0.98
C -0.0945 -3.7952 0.4512 -0.153 -0.572 0.615 -1.38
C -1.0851 -0.5199 -3.8716 -0.333 0.220 -0.241 -1.16
C -2.2883 -3.0697 -2.5998 -0.117 0.051 -0.169 -1.37
C 0.4534 -2.8157 -3.4117 0.014 0.074 0.174 -1.17
H 1.0511 2.5540 -3.0966 0.507 0.653 -0.753 0.35
H -1.3748 2.7831 -3.1400 0.209 0.316 -0.031 0.39
H -2.9874 1.9063 0.5244 -0.277 -0.336 0.040 0.38
H -3.3969 0.5566 1.6673 -0.036 0.229 -0.251 0.28
H -4.5042 0.9436 0.3207 0.483 0.062 0.205 0.70
H -3.1639 -2.0609 1.1733 -0.179 0.114 -0.309 0.32
H -3.4549 -2.6854 -0.4736 -0.051 0.310 0.294 0.37
H -4.5859 -1.5030 0.2432 0.148 -0.272 0.062 0.50
H -2.8504 1.1126 -2.4073 -0.219 -0.332 0.206 0.19
H -4.4436 0.6163 -1.8091 0.220 -0.220 0.073 0.60
H -3.4865 -0.5248 -2.7854 -0.100 0.406 0.348 0.43
H 2.5096 -2.6414 0.7263 -0.161 0.123 0.576 0.61
H 2.3048 -2.5591 2.5072 -0.053 0.013 -0.136 0.53
H 2.3418 -1.0402 1.5193 -0.213 -0.628 0.163 0.22
H -0.8485 -2.9024 3.1424 0.054 0.619 0.245 0.56
H -1.6496 -1.4430 2.4690 0.620 -0.311 0.182 0.08
H -0.1065 -1.2439 3.3831 -0.280 -0.624 -0.411 0.38
H 0.1142 -4.5290 1.2424 -0.129 -0.339 -0.542 0.61
H 0.5333 -3.9690 -0.4491 -0.335 0.086 0.678 0.31
H -1.1662 -3.8301 0.1781 0.540 -0.139 0.179 0.22
H -1.0117 -0.9062 -4.8935 0.150 -0.177 0.223 0.51
H -0.3033 0.2356 -3.7256 0.076 -0.323 0.070 0.15
H -2.0269 0.0244 -3.8216 0.331 -0.291 -0.051 0.38
H -2.2919 -3.6932 -3.5036 0.131 0.301 0.082 0.51
H -3.2809 -2.6051 -2.5079 0.440 -0.143 -0.120 0.43
H -2.1544 -3.7560 -1.7463 0.063 0.298 -0.369 0.37
H 0.0965 -3.0511 -4.4313 0.244 -0.079 0.458 0.55
H 0.6544 -3.7438 -2.8480 -0.034 0.358 -0.367 0.37
H 1.3791 -2.2120 -3.4912 -0.496 -0.349 0.108 0.30
C 3.0232 -0.8841 -1.5338 1.502 -0.256 -1.430 0.77
C 3.9676 -1.4031 -0.6589 -0.339 0.534 0.310 -0.60
C 5.2018 -1.8438 -1.0737 0.082 -0.326 -0.515 -0.82
C 5.4928 -1.8506 -2.4370 -0.105 0.386 0.284 -0.65
C 4.6475 -1.1467 -3.3101 0.229 -0.548 0.176 -0.53
C 3.3907 -0.6926 -2.8798 0.034 0.118 0.069 -0.40
O 1.7793 -0.4677 -1.0662 -2.108 -0.950 0.779 0.35
H 1.2132 -1.3302 -0.8412 2.902 0.609 -1.123 -0.31
H 3.7483 -1.4444 0.3847 0.345 0.269 0.004 0.59
H 5.9017 -2.1784 -0.3107 -0.052 -0.198 -0.378 0.44
H 6.3743 -2.3880 -2.7724 0.049 0.503 -0.192 0.44
H 5.0145 -0.9804 -4.3296 -0.542 -0.121 0.324 0.42
H 2.7452 -0.1787 -3.6056 0.160 -0.208 0.494 0.38
C -0.9983 4.1653 3.4603 -0.675 1.061 0.672 -0.87
N -0.9284 2.8076 4.0882 1.333 0.342 -2.446 0.40
C 0.4004 2.5799 4.6360 1.217 0.053 0.982 -0.87
N 1.4630 2.7174 3.5842 -1.223 -0.441 0.507 0.24
C 1.3677 4.0262 2.9560 -0.548 0.692 0.145 -0.90
N 0.0062 4.3249 2.4115 0.459 -1.352 0.415 0.27
C -0.2704 3.5284 1.2406 -0.447 -0.597 -0.013 -1.29
P -0.2292 1.6696 1.6549 0.622 -0.244 -0.618 1.15
C -1.3479 1.7675 3.1617 -0.599 0.367 0.906 -1.41
C 1.3632 1.6106 2.6548 -0.445 -0.056 -0.318 -1.29
H -0.8097 4.9112 4.2428 -0.105 -0.242 -0.172 0.34
H -2.0010 4.3077 3.0426 0.222 0.009 0.131 0.40
H 0.4587 1.5664 5.0563 -0.026 0.369 -0.049 0.41
H 0.6182 3.3220 5.4162 -0.232 -0.223 -0.182 0.31
H 2.0926 4.1077 2.1374 -0.117 0.019 0.260 0.41
H 1.5552 4.7928 3.7174 0.200 -0.175 -0.186 0.33
H -1.2724 3.7444 0.8440 0.264 0.118 0.115 0.41
H 0.4550 3.7169 0.4356 -0.155 0.009 0.346 0.41
H -1.3412 0.8078 3.6927 0.095 0.069 -0.175 0.42
H -2.3749 1.9786 2.8446 0.224 0.019 0.013 0.62
H 2.2205 1.6030 1.9755 -0.046 0.009 0.003 0.51
H 1.3431 0.6543 3.2034 0.260 0.337 -0.118 0.45
```
Positions in Å, forces in eV/Å.

Its HOMO energy (spin up / spin down) is -16.13 / -16.12 eV. For the frontier orbital gap (spin up / spin down), the calculation gives 6.23 / 4.23 eV. The net charge is +3. The value obtained for the energy relative to the best compared isomer or geometry (same formula, charge and spin) is 18.2 kcal/mol. The spin multiplicity is 5.

| no. | total energy (hartree) | maximum force (eV Å⁻¹) |
| --- | --- | --- |
| 1 | -3339.9112 | 2.78 |
| 2 | -3660.5493 | 5.57 |